Record 1
C3H4NaO3Tl | wB97M-V/def2-TZVPD

```
12
Properties=species:S:1:pos:R:3:forces:R:3:nbo_charge:R:1
H -0.3463 -1.3943 -0.5477 -1.409 1.167 -2.845 0.274
C -0.3600 0.4852 -1.5589 2.249 0.867 1.565 0.500
C -0.8265 -0.8912 -1.5678 1.064 -1.808 2.581 -0.762
O 0.5848 -1.4669 1.3119 0.609 2.762 -0.624 -0.421
C 0.8128 -0.3970 1.7392 -0.658 -3.713 2.326 1.070
O 1.0178 0.3745 2.6138 -0.112 0.966 -2.223 -0.645
O -0.1909 1.1679 -0.5136 -0.908 -0.506 -1.523 -0.731
Tl 1.8757 0.2894 4.9706 0.322 -0.054 0.886 0.998
H 0.1616 0.8265 -2.4725 -0.670 0.378 -0.018 0.161
H -1.9095 -0.9765 -1.4430 0.054 -0.090 -0.235 0.291
H -0.4268 -1.4199 -2.4442 -0.528 0.122 0.253 0.270
Na -0.3929 3.4022 -0.0878 -0.012 -0.091 -0.143 0.994
```
Forces are in eV/Å.

## Properties
* calculated total energy: -18413.32476 eV
* LUMO energy: -0.27525 hartree
* frontier orbital gap: 10.0 eV
* charge: +2
* multiplicity: 1


Record 2
C3H7NO | wB97M-V/def2-TZVPD

```
12
Properties=species:S:1:pos:R:3:forces:R:3:nbo_charge:R:1
C 1.7121 0.8386 0.5678 -0.015 -0.083 -0.164 -0.051
N 1.2225 0.0396 -0.2804 0.092 0.251 0.307 -0.405
C 0.2662 -0.9285 0.2320 0.094 -0.177 0.232 0.068
O -0.8403 -1.0916 -0.5961 0.026 -0.054 -0.056 -0.524
C -1.5808 0.0927 -0.7919 -0.197 0.228 -0.050 -0.259
H 2.4686 1.5613 0.2575 -0.117 -0.101 -0.009 0.176
H 1.4200 0.8487 1.6302 0.012 -0.050 -0.170 0.140
H 0.7644 -1.9027 0.2592 -0.059 0.121 0.020 0.192
H -0.0595 -0.6600 1.2587 0.037 0.006 -0.154 0.126
H -1.6400 0.6942 0.1287 0.009 -0.134 -0.101 0.162
H -1.1407 0.7109 -1.5843 -0.039 -0.067 0.142 0.181
H -2.5924 -0.2033 -1.0814 0.159 0.058 0.003 0.193
```
Forces are in eV/Å.

## Properties
* calculated total energy: -6760.63062 eV
* LUMO energy: 0.04103 hartree
* frontier orbital gap: 10.9 eV
* multiplicity: 1


Record 3
C54H40ClCsF6N3OP3S | wB97M-V/def2-TZVPD

```
110
Properties=species:S:1:pos:R:3:forces:R:3:mulliken_charge:R:1
Cs -1.0854 -0.1634 1.1497 -0.058 1.619 -1.795 3.194
C 1.8540 3.9069 2.1112 -0.026 0.167 0.040 -0.813
C 1.4569 2.5604 2.0226 -0.071 -0.072 0.032 -0.117
N 0.3139 2.1151 2.4860 0.294 -0.028 0.142 0.069
C -0.5300 2.9780 3.0864 -0.065 0.384 0.093 0.304
C -0.2345 4.3583 3.2125 0.064 -0.264 -0.084 1.438
C 1.0024 4.8024 2.6950 0.055 -0.061 -0.055 -0.949
C -1.1506 5.2267 3.8482 -0.205 0.010 0.127 -0.915
C -2.3078 4.7233 4.3856 0.196 0.309 -0.016 -0.959
C -2.6031 3.3617 4.3059 0.024 -0.511 -0.088 -0.207
C -1.7619 2.4638 3.6390 0.022 0.736 0.413 -1.072
N -2.1001 1.1948 3.3684 -0.302 -0.141 -0.013 0.464
C -2.8153 0.3895 4.1532 -0.046 0.078 0.502 -0.938
C -2.7726 0.4429 5.5575 0.070 0.188 -0.166 0.017
C -3.4430 -0.4878 6.3440 -0.157 -0.147 0.067 -1.076
C -4.2023 -1.4764 5.7655 0.097 0.093 0.137 -0.806
C -4.2925 -1.5749 4.3579 0.056 0.058 -0.219 1.569
C -5.0638 -2.5642 3.7136 0.006 0.008 -0.065 -0.843
C -5.1017 -2.6085 2.3475 -0.048 -0.059 0.143 -0.924
C -4.3569 -1.6624 1.6227 -0.010 0.049 -0.099 -0.483
N -3.6347 -0.7285 2.1945 -0.541 0.063 0.109 -0.346
C -3.5881 -0.6665 3.5348 -0.181 -0.310 0.276 0.421
H 2.8121 4.2143 1.7142 -0.002 -0.013 -0.024 0.485
H 2.1023 1.8277 1.5460 0.008 0.033 -0.026 0.224
H 1.2596 5.8522 2.7762 0.015 -0.002 -0.008 0.380
H -0.9246 6.2847 3.9032 0.012 -0.006 0.018 0.398
H -3.0062 5.3882 4.8782 -0.018 -0.009 -0.025 0.386
H -3.5391 2.9858 4.6988 -0.010 0.014 -0.016 0.544
H -2.1377 1.1879 6.0196 -0.018 0.008 -0.001 0.561
H -3.3535 -0.4357 7.4214 0.019 -0.013 -0.006 0.361
H -4.7187 -2.2059 6.3773 -0.005 0.003 -0.005 0.384
H -5.6178 -3.2750 4.3156 0.010 -0.020 -0.011 0.408
H -5.6866 -3.3529 1.8250 0.019 0.001 -0.019 0.427
H -4.3647 -1.6632 0.5344 0.046 -0.026 0.004 0.615
O -3.2637 -1.9174 -2.0708 -0.650 -0.142 0.004 -0.823
S -1.9331 -1.3886 -1.7083 0.783 -0.930 -0.611 1.188
C -0.9686 -2.8978 -1.3456 0.014 0.071 0.119 0.156
C -1.7317 -3.9821 -0.9279 -0.128 -0.011 -0.234 -0.765
C -1.1486 -5.0126 -0.2093 0.111 0.001 0.005 -0.848
C 0.1896 -4.9337 0.1437 0.026 -0.085 0.011 -0.972
C 0.9518 -3.8526 -0.2646 -0.093 0.028 0.006 -0.448
C 0.3892 -2.8294 -1.0228 0.000 -0.002 0.008 0.393
P 1.3759 -1.4614 -1.7507 0.578 -0.920 0.043 1.721
C 2.1871 -2.5221 -3.0458 -0.004 0.237 -0.034 0.513
C 3.0334 -3.5955 -2.7657 -0.003 -0.018 -0.026 -0.324
C 3.5112 -4.4040 -3.7831 0.048 -0.064 0.014 -0.868
C 3.1555 -4.1579 -5.1033 -0.021 0.045 -0.029 -0.690
C 2.3325 -3.0836 -5.3977 0.034 -0.070 -0.057 -0.937
C 1.8551 -2.2743 -4.3751 -0.018 0.062 0.047 -0.092
C 2.6923 -1.2695 -0.5072 -0.003 0.091 -0.015 0.416
C 2.3064 -0.9746 0.8006 0.143 -0.041 0.017 0.295
C 3.2593 -0.7742 1.7868 -0.068 0.050 0.049 -0.671
C 4.6083 -0.8382 1.4680 0.060 0.057 0.057 -0.803
C 5.0010 -1.0746 0.1590 0.029 -0.003 -0.020 -0.807
C 4.0483 -1.2804 -0.8280 -0.055 0.014 0.060 -0.652
C -1.2472 -0.7682 -3.2779 -0.091 0.313 0.043 -1.346
C -1.6395 -1.3938 -4.4460 -0.033 -0.130 0.119 -0.263
C -1.2919 -0.8492 -5.6738 0.039 0.058 -0.076 -0.999
C -0.5495 0.3204 -5.7186 -0.032 0.006 -0.044 -1.212
C -0.1598 0.9471 -4.5403 -0.129 -0.105 0.112 -0.269
C -0.5269 0.4349 -3.2976 -0.057 -0.024 -0.040 1.030
P -0.0335 1.2553 -1.7077 0.534 0.982 -0.809 2.439
C 1.7151 1.7982 -2.1892 0.079 -0.108 0.012 0.105
C 2.5447 1.1302 -3.0946 -0.088 0.111 -0.053 0.048
C 3.8622 1.5152 -3.3040 0.030 -0.045 -0.023 -0.639
C 4.3988 2.5850 -2.6089 0.111 0.010 -0.005 -0.880
C 3.6018 3.2619 -1.6988 -0.046 -0.014 0.060 -0.787
C 2.2889 2.8677 -1.4901 -0.015 -0.144 -0.055 -0.802
C -0.7525 2.9676 -1.8525 0.047 0.000 0.114 0.832
C -1.2772 3.5590 -2.9969 0.091 0.049 0.018 -1.092
C -1.7332 4.8703 -2.9744 -0.017 -0.045 -0.028 -0.779
C -1.6910 5.6127 -1.8051 -0.048 0.068 -0.002 -0.854
C -1.2296 5.0158 -0.6413 0.048 0.021 0.038 -0.494
C -0.7772 3.7070 -0.6676 0.062 -0.035 -0.070 -0.372
H -2.7895 -3.9806 -1.1607 0.017 -0.015 0.002 0.576
H -1.7473 -5.8546 0.1147 -0.012 0.016 0.018 0.371
H 0.6410 -5.6947 0.7665 -0.037 0.004 0.021 0.367
H 1.9824 -3.7850 0.0575 0.021 0.015 -0.024 0.213
H 3.3241 -3.8088 -1.7463 -0.031 0.001 0.036 0.370
H 4.1602 -5.2385 -3.5452 -0.006 0.010 0.010 0.429
H 3.5177 -4.8017 -5.8954 0.021 0.013 0.006 0.366
H 2.0574 -2.8737 -6.4244 -0.029 0.004 0.016 0.469
H 1.2035 -1.4454 -4.6218 -0.044 0.021 0.015 0.043
H 1.2545 -0.9177 1.0572 0.581 -0.278 -0.001 -1.264
H 2.9407 -0.5796 2.8037 -0.020 -0.057 0.002 0.594
H 5.3550 -0.6979 2.2401 -0.011 0.004 0.001 0.379
H 6.0542 -1.1101 -0.0925 -0.007 0.021 -0.018 0.425
H 4.3552 -1.4592 -1.8507 0.041 -0.013 0.020 0.418
H -2.2345 -2.2975 -4.3855 -0.032 0.036 0.042 0.492
H -1.6094 -1.3316 -6.5900 0.022 -0.016 0.004 0.396
H -0.2819 0.7645 -6.6702 0.020 -0.043 -0.009 0.411
H 0.4345 1.8495 -4.5851 -0.013 0.034 -0.026 0.468
H 2.1527 0.3140 -3.6836 0.010 -0.021 0.015 0.134
H 4.4682 0.9718 -4.0202 -0.012 -0.006 0.002 0.463
H 5.4259 2.8877 -2.7739 -0.011 0.003 0.003 0.370
H 4.0011 4.1052 -1.1466 -0.001 -0.007 0.000 0.437
H 1.6954 3.4135 -0.7733 -0.080 0.089 0.062 0.387
H -1.3709 2.9934 -3.9110 0.038 -0.021 -0.046 0.391
H -2.1351 5.3070 -3.8814 0.001 0.007 0.011 0.399
H -2.0375 6.6393 -1.7969 -0.015 -0.015 0.017 0.370
H -1.2281 5.5690 0.2914 -0.014 -0.032 0.006 0.470
H -0.4639 3.2340 0.2564 0.022 0.039 -0.014 0.654
Cl -2.7294 1.0688 -1.1412 -1.535 0.962 -0.197 -0.281
F -0.6048 -1.9551 2.5893 0.580 -2.024 1.726 -0.675
P -0.0191 -3.0048 3.7187 0.306 -0.600 0.198 1.325
F -1.0193 -4.1323 3.1350 -0.003 0.055 0.043 -0.402
F 0.5526 -4.0466 4.8085 -0.074 0.145 0.007 -0.393
F 1.1253 -3.4622 2.6689 -0.073 0.056 0.014 -0.349
F 0.9693 -1.8425 4.2605 -0.082 0.082 -0.016 -0.379
F -1.1618 -2.5094 4.7485 -0.057 0.055 -0.029 -0.296
```
Forces are in eV/Å.

## Properties
* ⟨S²⟩: 0.8214
* calculated total energy: -131250.67267 eV
* LUMO energy (spin up / spin down): 0.06704 / 0.00422 hartree
* frontier orbital gap (spin up / spin down): 6.8 / 5.1 eV
* charge: -1
* multiplicity: 2


- Which value of multiplicity does entry 1 give?
  1